No. 1
52
Properties=species:S:1:pos:R:3:lowdin_spin:R:1 method="wB97M-V/def2-TZVPD" multiplicity=8 gap_ev="5.88 / 5.94" s2=15.762 e_lumo_ev="-0.80 / -0.76" charge=0 e_above_lowest_ev=4.683 e_tot_ev=-67319.450
P -0.816 -2.990 -4.338 0.001
P -1.575 -4.981 -1.530 -0.003
C -1.158 -4.784 -4.418 0.000
C -1.867 -5.490 -3.264 0.001
H -0.216 -5.278 -4.652 0.000
H -1.770 -4.857 -5.324 0.000
H -2.944 -5.434 -3.395 0.000
H -1.600 -6.552 -3.299 0.000
C -0.018 -6.078 -1.435 -0.001
H 0.475 -6.049 -0.452 0.000
H 0.724 -5.743 -2.183 0.000
H -0.231 -7.138 -1.664 0.000
C -2.864 -6.036 -0.800 0.002
H -2.772 -7.106 -0.992 0.000
H -3.824 -5.723 -1.217 0.001
H -2.939 -5.901 0.281 0.000
C 0.045 -2.779 -5.976 0.000
H 0.137 -1.751 -6.361 0.000
H -0.492 -3.388 -6.732 0.000
H 1.084 -3.157 -5.925 0.000
C -2.498 -2.199 -4.375 0.000
H -3.139 -2.741 -3.632 -0.001
H -2.910 -2.453 -5.350 0.000
H -2.542 -1.096 -4.193 0.001
Eu -3.259 -2.219 -1.543 7.047
C 1.872 -3.181 -0.535 0.000
C 2.989 -3.508 -1.190 0.000
C 3.110 -3.086 -2.639 0.000
C 3.394 -1.597 -2.745 0.000
C 2.364 -0.988 -3.636 0.000
C 1.039 -1.126 -3.338 0.000
C 0.562 -2.076 -2.244 0.000
C 1.160 -1.844 -0.844 0.000
C -2.557 0.348 -2.133 -0.029
H 1.287 -3.932 0.063 0.000
H 3.839 -3.987 -0.689 0.000
H 2.120 -3.319 -3.127 0.000
H 3.794 -3.693 -3.263 0.000
H 3.309 -1.142 -1.771 0.000
H 4.428 -1.421 -3.046 0.000
H 2.660 -0.258 -4.402 0.000
H 0.273 -0.455 -3.767 0.000
H 0.768 -3.131 -2.539 0.000
H -0.551 -2.127 -2.070 0.000
H 1.806 -0.966 -0.920 0.000
H 0.326 -1.547 -0.176 0.000
H -3.281 1.179 -2.205 -0.002
H -1.667 0.530 -2.768 -0.002
H -2.239 0.315 -1.061 0.000
S -1.723 0.332 2.484 -0.002
C -2.590 -0.394 1.361 0.000
N -3.203 -1.008 0.527 -0.015


No. 2
55
Properties=species:S:1:pos:R:3:lowdin_spin:R:1 method="wB97M-V/def2-TZVPD" multiplicity=4 gap_ev="6.25 / 6.50" s2=3.772 e_lumo_ev="-4.37 / -4.47" charge=+1 e_above_lowest_ev=1.472 e_tot_ev=-84229.083
Tc 0.179 -0.048 -0.143 1.601
C 0.598 -5.117 1.283 0.000
S 1.050 -3.879 2.508 -0.004
C 0.707 -2.376 1.717 0.001
S 0.064 -2.362 0.081 0.028
N 1.047 -1.340 2.430 0.005
N 0.836 -0.160 1.764 -0.008
C 0.897 0.939 2.436 0.046
C 0.632 2.184 1.726 0.010
C 0.751 3.422 2.335 0.005
C 0.497 4.560 1.581 0.009
C 0.134 4.422 0.254 0.006
C 0.024 3.148 -0.286 0.011
N 0.263 2.050 0.427 0.026
H 0.693 -6.065 1.812 0.000
H 1.272 -5.107 0.430 0.000
H -0.432 -4.997 0.956 0.000
H 1.127 0.918 3.495 0.001
H 1.041 3.490 3.374 0.000
H 0.585 5.540 2.030 0.000
H -0.068 5.282 -0.367 0.000
H -0.255 2.998 -1.321 0.001
C 3.631 -1.330 -2.833 0.003
Si 3.295 -0.298 -1.313 0.018
C 3.535 -1.337 0.214 0.002
C 4.444 1.180 -1.145 0.006
N 1.595 0.286 -1.413 0.147
C 1.150 0.938 -2.573 0.015
C 1.967 1.581 -3.513 0.017
C 1.428 2.164 -4.649 -0.001
C 0.063 2.144 -4.899 0.019
C -0.784 1.528 -3.989 0.000
C -0.207 0.966 -2.882 0.027
F -1.042 0.348 -1.943 0.041
H 4.605 -1.817 -2.740 0.000
H 3.630 -0.766 -3.764 0.000
H 2.877 -2.117 -2.915 0.001
H 4.615 -1.456 0.337 0.000
H 3.102 -2.333 0.118 0.000
H 3.165 -0.888 1.135 0.001
H 5.410 0.831 -0.771 0.001
H 4.051 1.884 -0.405 0.000
H 4.642 1.738 -2.059 0.000
H 3.033 1.622 -3.357 0.001
H 2.094 2.645 -5.353 0.000
H -0.340 2.598 -5.793 0.001
H -1.854 1.467 -4.132 0.000
C -3.492 -4.462 -3.188 0.013
O -2.547 -3.373 -3.097 0.003
C -1.346 -3.573 -3.571 0.016
S -0.724 -4.946 -4.276 0.469
S -0.151 -2.401 -3.534 0.457
H -4.372 -4.120 -2.654 0.001
H -3.079 -5.354 -2.721 0.005
H -3.727 -4.656 -4.233 0.003


No. 3
13
Properties=species:S:1:pos:R:3:lowdin_charge:R:1 method="wB97M-V/def2-TZVPD" smiles="N#C[C@@H](O)C(N)=[NH2+]" gap_ev=11.72 e_lumo_ev=-4.67 charge=+1 e_above_lowest_ev=0.605 e_tot_ev=-9718.125
N -1.844 -1.772 -2.023 0.235
C -0.938 -1.446 -1.410 -0.136
C 0.284 -0.869 -0.820 -0.245
O 1.007 -0.122 -1.780 0.051
C -0.161 0.065 0.276 -0.260
N -0.998 -0.396 1.226 0.213
N 0.184 1.311 0.001 0.276
H 0.810 -1.687 -0.329 0.180
H 0.522 0.025 -2.557 0.110
H -1.706 -1.129 1.210 0.149
H -1.232 0.167 2.089 0.172
H 0.682 1.243 -0.875 0.106
H -0.277 2.102 0.374 0.149


- The lowest charge belongs to which entry?
  C16H31EuNP2S


Repeat the second record exactly.
55
Properties=species:S:1:pos:R:3:lowdin_spin:R:1 method="wB97M-V/def2-TZVPD" multiplicity=4 gap_ev="6.25 / 6.50" s2=3.772 e_lumo_ev="-4.37 / -4.47" charge=+1 e_above_lowest_ev=1.472 e_tot_ev=-84229.083
Tc 0.179 -0.048 -0.143 1.601
C 0.598 -5.117 1.283 0.000
S 1.050 -3.879 2.508 -0.004
C 0.707 -2.376 1.717 0.001
S 0.064 -2.362 0.081 0.028
N 1.047 -1.340 2.430 0.005
N 0.836 -0.160 1.764 -0.008
C 0.897 0.939 2.436 0.046
C 0.632 2.184 1.726 0.010
C 0.751 3.422 2.335 0.005
C 0.497 4.560 1.581 0.009
C 0.134 4.422 0.254 0.006
C 0.024 3.148 -0.286 0.011
N 0.263 2.050 0.427 0.026
H 0.693 -6.065 1.812 0.000
H 1.272 -5.107 0.430 0.000
H -0.432 -4.997 0.956 0.000
H 1.127 0.918 3.495 0.001
H 1.041 3.490 3.374 0.000
H 0.585 5.540 2.030 0.000
H -0.068 5.282 -0.367 0.000
H -0.255 2.998 -1.321 0.001
C 3.631 -1.330 -2.833 0.003
Si 3.295 -0.298 -1.313 0.018
C 3.535 -1.337 0.214 0.002
C 4.444 1.180 -1.145 0.006
N 1.595 0.286 -1.413 0.147
C 1.150 0.938 -2.573 0.015
C 1.967 1.581 -3.513 0.017
C 1.428 2.164 -4.649 -0.001
C 0.063 2.144 -4.899 0.019
C -0.784 1.528 -3.989 0.000
C -0.207 0.966 -2.882 0.027
F -1.042 0.348 -1.943 0.041
H 4.605 -1.817 -2.740 0.000
H 3.630 -0.766 -3.764 0.000
H 2.877 -2.117 -2.915 0.001
H 4.615 -1.456 0.337 0.000
H 3.102 -2.333 0.118 0.000
H 3.165 -0.888 1.135 0.001
H 5.410 0.831 -0.771 0.001
H 4.051 1.884 -0.405 0.000
H 4.642 1.738 -2.059 0.000
H 3.033 1.622 -3.357 0.001
H 2.094 2.645 -5.353 0.000
H -0.340 2.598 -5.793 0.001
H -1.854 1.467 -4.132 0.000
C -3.492 -4.462 -3.188 0.013
O -2.547 -3.373 -3.097 0.003
C -1.346 -3.573 -3.571 0.016
S -0.724 -4.946 -4.276 0.469
S -0.151 -2.401 -3.534 0.457
H -4.372 -4.120 -2.654 0.001
H -3.079 -5.354 -2.721 0.005
H -3.727 -4.656 -4.233 0.003


- Among the records above, which one has the lowest charge?
  C16H31EuNP2S